C53H60AsCl5N4O3STi as an isolated structure, computed with the ωB97M-V functional and the def2-TZVPD basis.

Geometry as XYZ:
```
128
Properties=species:S:1:pos:R:3:forces:R:3:lowdin_charge:R:1
Ti -0.050 0.627 -0.003 -0.157 -1.100 -0.846 0.911
C 4.885 5.892 -1.196 0.003 0.010 -0.010 -0.036
C 4.864 4.990 0.047 -0.021 -0.012 -0.012 -0.553
C 5.043 5.847 1.307 0.009 0.016 0.014 -0.034
C 6.036 4.014 -0.048 0.023 -0.013 -0.001 -0.062
C 3.519 4.267 0.123 0.014 -0.010 0.024 -0.135
C 3.431 2.883 0.143 0.006 0.053 -0.001 0.056
C 2.175 2.290 0.217 0.134 -0.174 0.076 -0.209
N 1.836 0.926 0.229 0.270 0.330 0.193 -0.058
C 2.732 -0.148 0.090 -0.027 0.206 0.039 -0.227
C 3.904 -0.159 -0.653 -0.001 -0.092 -0.065 0.056
C 4.666 -1.321 -0.706 -0.015 0.019 0.012 -0.129
C 4.188 -2.468 -0.067 -0.023 -0.038 0.023 0.041
C 2.992 -2.525 0.650 0.100 0.013 -0.080 -0.100
C 2.325 -1.309 0.737 -0.037 0.004 0.052 -0.250
O 1.082 -1.157 1.394 0.083 -0.114 0.096 -0.139
C 2.477 -3.833 1.265 -0.009 -0.009 -0.020 -0.511
C 1.066 -4.137 0.736 -0.033 -0.025 -0.036 -0.034
C 3.368 -5.020 0.885 0.011 0.023 0.011 -0.051
C 2.439 -3.749 2.797 -0.030 -0.035 0.051 -0.022
C 6.002 -1.379 -1.446 -0.023 0.021 0.014 -0.552
C 7.105 -1.708 -0.430 0.015 -0.013 -0.006 -0.030
C 5.950 -2.469 -2.524 0.003 -0.019 -0.026 -0.036
C 6.342 -0.048 -2.117 0.012 0.020 -0.006 -0.056
C 1.037 3.085 0.336 -0.198 -0.048 -0.024 -0.236
O -0.118 2.329 0.463 0.190 0.606 0.011 -0.207
C 1.072 4.477 0.297 0.039 0.064 0.130 -0.077
C 2.342 5.026 0.180 -0.037 0.011 0.005 0.043
C -0.192 5.324 0.436 0.012 -0.026 -0.039 -0.520
C -1.209 4.948 -0.654 0.024 -0.023 0.000 -0.033
C 0.108 6.816 0.292 -0.024 0.044 0.009 -0.054
C -0.785 5.094 1.834 -0.025 0.008 0.018 -0.026
H 5.852 6.391 -1.276 -0.001 0.002 0.004 0.092
H 4.119 6.666 -1.153 -0.005 -0.007 0.001 0.080
H 4.728 5.308 -2.105 0.006 -0.003 0.001 0.092
H 6.000 6.369 1.271 -0.001 -0.001 -0.002 0.093
H 5.025 5.230 2.207 0.002 -0.007 -0.005 0.094
H 4.258 6.599 1.398 0.001 0.001 -0.001 0.081
H 6.968 4.576 -0.107 0.002 -0.004 -0.001 0.094
H 5.972 3.390 -0.944 -0.001 0.008 -0.005 0.081
H 6.102 3.364 0.827 -0.011 0.009 0.006 0.090
H 4.321 2.278 0.120 0.011 -0.014 0.000 0.093
H 4.198 0.720 -1.202 -0.004 0.021 0.011 0.104
H 4.779 -3.367 -0.144 -0.001 -0.031 -0.004 0.101
H 1.080 -4.264 -0.351 0.002 0.012 0.000 0.090
H 0.347 -3.360 1.004 0.012 -0.018 -0.004 0.062
H 0.707 -5.074 1.164 0.002 -0.003 0.005 0.098
H 3.461 -5.137 -0.196 -0.013 0.002 -0.002 0.093
H 2.923 -5.933 1.281 0.006 -0.001 0.000 0.095
H 4.368 -4.936 1.313 0.002 0.023 0.001 0.098
H 1.653 -3.086 3.160 0.052 -0.076 -0.028 0.072
H 3.394 -3.409 3.199 -0.008 -0.028 -0.010 0.088
H 2.236 -4.739 3.208 -0.006 -0.003 -0.003 0.100
H 6.945 -2.679 0.042 0.000 0.002 0.000 0.083
H 7.150 -0.952 0.356 0.000 0.003 -0.003 0.094
H 8.074 -1.737 -0.930 -0.003 -0.004 -0.001 0.095
H 5.775 -3.459 -2.101 -0.006 0.002 0.006 0.080
H 6.899 -2.507 -3.060 0.003 0.004 0.006 0.094
H 5.161 -2.264 -3.252 -0.001 0.004 0.005 0.090
H 6.440 0.760 -1.390 -0.002 -0.003 0.003 0.080
H 5.594 0.240 -2.860 0.001 -0.011 -0.001 0.091
H 7.297 -0.139 -2.634 0.002 0.000 0.005 0.096
H 2.430 6.102 0.150 0.011 -0.010 0.003 0.102
H -0.826 5.214 -1.642 0.024 -0.005 0.001 0.098
H -2.142 5.496 -0.500 0.012 0.013 0.003 0.095
H -1.441 3.884 -0.664 0.002 0.019 0.060 0.053
H 0.556 7.048 -0.676 -0.003 -0.003 -0.002 0.094
H 0.772 7.178 1.078 0.001 -0.004 -0.002 0.092
H -0.824 7.377 0.368 0.001 -0.006 0.006 0.095
H -0.961 4.038 2.037 -0.018 -0.019 -0.022 0.058
H -1.732 5.631 1.931 0.007 -0.009 0.004 0.095
H -0.106 5.468 2.603 0.009 -0.002 -0.009 0.098
N 0.151 -1.398 -1.275 -0.001 0.126 0.082 0.028
N -0.121 -1.240 -2.638 -0.090 0.026 0.060 -0.022
C 0.014 -0.042 -3.224 0.044 0.041 -0.046 -0.760
N -0.195 0.013 -4.540 0.017 -0.027 0.019 0.140
S 0.468 1.345 -2.370 -0.023 -0.028 0.091 0.884
H 1.035 -1.894 -1.155 0.029 -0.012 0.042 0.111
H -0.594 -1.951 -0.856 -0.025 -0.020 -0.003 0.108
H -0.401 -2.053 -3.164 0.033 -0.022 -0.033 0.170
H -0.305 -0.813 -5.107 0.005 0.002 -0.003 0.128
H -0.058 0.890 -5.014 -0.014 0.016 -0.002 0.116
Cl 3.664 -0.486 3.184 -0.001 0.048 0.024 0.846
C 2.006 -0.533 3.633 0.011 0.031 0.063 -0.563
C 0.985 -0.827 2.735 -0.051 0.142 -0.085 -0.304
C -0.332 -0.763 3.173 0.003 0.032 -0.101 -0.532
Cl -1.548 -0.927 1.945 0.065 -0.036 0.138 0.858
C -0.677 -0.481 4.482 -0.012 -0.006 0.020 -0.673
Cl -2.324 -0.411 4.938 0.093 -0.086 0.035 0.780
C 0.344 -0.251 5.401 -0.010 -0.008 -0.001 -0.695
Cl -0.041 0.068 7.034 0.000 0.009 0.012 0.749
C 1.671 -0.267 4.970 0.015 0.004 -0.015 -0.674
Cl 2.914 0.046 6.099 0.002 0.003 -0.001 0.754
O -1.868 0.386 -0.717 -0.493 0.086 0.429 -0.607
As -3.528 0.756 -0.519 0.180 0.060 -0.302 1.285
C -4.480 -0.724 -1.226 -0.047 -0.045 -0.089 -0.308
C -4.424 -1.964 -0.590 0.003 -0.026 -0.019 -0.106
C -5.091 -3.044 -1.143 0.006 0.006 0.001 -0.059
C -5.811 -2.886 -2.322 -0.006 -0.001 0.001 -0.050
C -5.864 -1.652 -2.953 -0.003 0.009 -0.003 -0.053
C -5.197 -0.563 -2.408 -0.042 -0.035 0.029 -0.075
C -3.901 2.333 -1.503 -0.042 0.013 -0.023 -0.321
C -3.076 2.724 -2.550 -0.008 -0.003 -0.046 -0.103
C -3.383 3.875 -3.261 -0.009 -0.025 0.008 -0.061
C -4.509 4.616 -2.929 -0.010 -0.005 0.004 -0.047
C -5.331 4.218 -1.883 -0.004 0.015 0.004 -0.050
C -5.029 3.075 -1.160 0.017 0.044 -0.009 -0.076
C -4.005 1.077 1.287 -0.018 -0.001 0.067 -0.359
C -5.060 0.396 1.884 0.024 0.003 0.016 -0.082
C -5.415 0.716 3.189 0.007 0.027 0.025 -0.058
C -4.718 1.698 3.877 -0.063 0.016 -0.042 -0.083
C -3.667 2.377 3.270 -0.006 0.041 -0.061 -0.067
C -3.310 2.074 1.967 -0.075 0.025 0.087 -0.101
H -3.877 -2.092 0.338 0.021 0.025 0.022 0.092
H -5.062 -4.007 -0.650 -0.002 0.000 0.002 0.116
H -6.340 -3.729 -2.745 0.007 -0.002 0.000 0.118
H -6.431 -1.534 -3.867 0.000 0.004 0.002 0.117
H -5.249 0.403 -2.895 0.012 0.007 0.004 0.106
H -2.187 2.154 -2.786 0.011 -0.013 0.001 0.064
H -2.740 4.200 -4.068 0.002 -0.008 -0.002 0.116
H -4.746 5.513 -3.486 0.001 0.002 0.002 0.118
H -6.204 4.803 -1.625 0.000 -0.002 0.002 0.118
H -5.662 2.779 -0.331 0.009 -0.024 0.001 0.114
H -5.612 -0.364 1.346 0.014 0.006 -0.013 0.106
H -6.240 0.201 3.662 0.003 -0.002 0.004 0.119
H -5.000 1.943 4.893 0.003 0.005 0.004 0.120
H -3.133 3.150 3.807 -0.006 -0.002 0.008 0.118
H -2.505 2.617 1.487 0.051 0.013 -0.037 0.084
```
Positions in Å, forces in eV/Å.

For the total energy, the calculation gives -225430.498 eV. Its energy relative to the best compared isomer or geometry (same formula, charge and spin) is 21.0 kcal per mole. The total charge is +2. The calculation puts the LUMO energy at -5.18 eV.